{"formula": "C19H25FeIN5O2P2", "method": "ωB97M-V with the def2-TZVPD basis set", "species": ["H", "I", "N", "H", "H", "C", "H", "C", "H", "H", "C", "H", "H", "H", "N", "C", "H", "C", "C", "H", "C", "C", "H", "C", "H", "N", "P", "H", "H", "N", "C", "P", "C", "H", "H", "Fe", "H", "H", "N", "O", "H", "C", "H", "C", "C", "C", "H", "C", "H", "C", "C", "C", "O", "H", "H"], "xyz": [[-0.46402, 2.65337, 2.39506], [0.35034, -8.98473, 0.30139], [3.70848, 1.58054, -0.17483], [-0.03190, 2.00052, 3.99226], [2.75321, 4.16761, -0.08593], [2.41217, 1.42810, -0.21315], [1.51758, -6.63152, 1.92810], [1.41949, 2.48090, -0.25449], [-1.81410, 2.64670, -0.52759], [-2.69297, -2.41411, 1.16469], [1.72917, 3.83807, -0.21123], [1.18899, 2.09397, 2.70591], [-2.18974, 0.57957, 3.85774], [1.43805, -4.15947, 1.78768], [4.15554, 0.31304, -0.19262], [-2.05573, 0.05954, 2.90710], [-1.09131, -4.42308, -1.65430], [3.14370, -0.55262, -0.23763], [-3.78361, 0.61792, -0.89703], [1.65173, -0.64865, 3.46061], [-3.27929, -1.84901, 0.44073], [0.15256, -4.14712, 0.06954], [0.38657, -1.87202, 3.32953], [0.25142, -6.90349, 0.21182], [-2.85205, 1.69068, 1.72928], [0.15907, 2.06369, -0.34782], [-2.60137, -0.18218, 0.22319], [-2.24493, -1.00217, 3.08030], [5.14901, 0.12740, -0.18278], [0.78070, 4.75412, -0.31617], [-0.48819, -6.29598, -0.79691], [-0.31192, 0.22736, 2.39708], [0.13549, 1.90889, 2.91864], [-4.79234, 0.40417, -0.54326], [-1.02491, -6.90020, -1.51449], [-0.14077, -0.17515, 0.03591], [-1.23562, 5.10236, -0.58488], [0.25118, -0.58478, 4.56762], [2.01317, 0.13064, -0.25516], [-0.57345, -2.07727, -0.86993], [-3.24833, -2.37803, -0.51078], [-0.79342, 2.99237, -0.45166], [-3.66673, 0.22485, -1.90694], [0.58099, -0.82725, 3.55674], [0.94788, -6.14610, 1.14851], [-2.97826, 0.60951, 1.83470], [-3.63508, 1.69593, -0.92666], [-0.53152, -4.91565, -0.87027], [3.23774, -1.62614, -0.24518], [0.89811, -4.76655, 1.07289], [-0.47519, 4.34194, -0.46185], [0.04917, -2.68311, 0.03383], [0.56511, -1.96922, 0.95794], [-4.31114, -1.76384, 0.78269], [-4.02416, 0.42503, 2.08798]], "forces_ev_per_a": [[0.000, 0.023, 0.036], [-0.034, 0.174, 0.009], [0.099, 0.077, 0.009], [0.010, -0.022, 0.003], [0.009, 0.001, -0.046], [0.315, -0.121, -0.070], [0.021, -0.005, -0.019], [0.121, 0.300, -0.018], [0.017, 0.068, -0.031], [-0.012, -0.031, -0.010], [-0.181, -0.026, -0.048], [0.003, 0.030, 0.038], [0.052, -0.036, 0.029], [-0.013, -0.036, 0.046], [-0.144, -0.026, -0.017], [0.012, -0.130, -0.177], [-0.022, -0.032, -0.002], [-0.037, -0.187, 0.057], [0.452, -0.010, -0.369], [0.014, -0.019, 0.080], [0.285, -0.020, -0.208], [0.042, 0.054, 0.067], [-0.021, -0.004, 0.067], [0.062, -0.302, 0.001], [-0.033, 0.012, 0.002], [-0.785, -0.979, 0.204], [0.289, -0.017, 0.723], [-0.012, 0.002, 0.037], [-0.012, -0.009, -0.016], [0.028, 0.140, 0.000], [-0.009, 0.066, -0.007], [-0.163, 0.328, 0.054], [0.054, -0.003, -0.344], [0.018, -0.020, 0.044], [0.019, 0.015, -0.024], [1.033, -0.479, 1.016], [-0.038, -0.031, 0.036], [0.000, 0.069, -0.016], [-1.152, -0.367, 0.230], [-0.218, 1.117, -0.653], [0.004, -0.037, 0.024], [-0.053, -0.031, -0.027], [-0.061, 0.007, -0.013], [0.228, -0.129, -0.430], [0.004, 0.103, -0.015], [-0.007, 0.078, -0.128], [-0.072, -0.008, -0.004], [-0.027, 0.032, -0.042], [0.062, 0.009, -0.013], [-0.035, 0.001, 0.025], [0.160, -0.073, 0.002], [0.063, -0.644, 0.034], [-0.312, 1.080, -0.087], [0.000, 0.005, 0.007], [-0.022, 0.047, -0.048]], "lumo_ha": [-0.3040, -0.2536], "gap_ha": [0.17576, 0.22622], "total_charge": 2, "e_above_lowest_kj_mol": 162.7, "homo_ev": [-13.055, -13.055], "multiplicity": 2}

{"formula": "C19H25N3O5", "method": "ωB97M-V with the def2-TZVPD basis set", "species": ["H", "C", "C", "O", "C", "H", "C", "H", "H", "H", "H", "N", "H", "H", "O", "N", "H", "H", "C", "H", "C", "C", "N", "H", "C", "H", "H", "H", "C", "H", "C", "O", "C", "H", "C", "C", "H", "C", "C", "H", "O", "O", "H", "C", "C", "H", "H", "H", "H", "C", "H", "C"], "xyz": [[6.76890, 3.13097, -1.05644], [-2.84130, 1.21941, 0.47189], [-1.29239, 2.80911, 0.64751], [-3.01955, 1.84330, 1.65299], [4.53441, -0.43563, -0.00836], [-5.60290, 1.75806, -2.14946], [-6.08620, -0.28926, -0.54150], [-1.49227, -0.89229, 0.81292], [-0.15247, -4.14853, 1.06739], [-5.94318, -1.15858, -1.20009], [1.40697, -2.73219, 0.04031], [-4.96614, 0.62562, -0.54229], [3.30491, 2.73647, -0.05392], [-4.13373, -0.31685, 1.08040], [-2.03878, -3.66503, -0.58569], [0.79523, -2.32839, 0.72991], [-3.86921, 1.84290, -1.81978], [-2.60743, -0.59830, -1.56326], [3.38710, -1.09306, 0.39127], [5.53662, 3.44120, 0.19154], [4.51213, 0.97010, -0.18497], [2.20099, 0.99653, 0.48014], [-1.97974, -1.53873, 0.19617], [-0.67990, -2.78696, 2.10022], [-1.56337, -2.81070, 0.13392], [-1.38574, 1.49201, -1.14179], [6.87485, -2.66461, -0.32408], [-4.55510, 0.40833, -2.62614], [3.34040, 1.66580, 0.06583], [-6.26546, -0.64285, 0.47224], [-3.78299, 0.10150, 0.12884], [0.10003, -0.42650, 1.71837], [5.74683, 2.91880, -0.74730], [-0.46973, 3.46513, 0.44755], [5.84123, -2.42098, -0.08447], [-1.78278, 1.77720, -0.18842], [-6.97014, 0.25114, -0.87937], [-3.02905, -1.00588, -0.63703], [2.20871, -0.38051, 0.63419], [1.28998, 1.53565, 0.68751], [5.73217, -1.03036, -0.25679], [5.68274, 1.52252, -0.58763], [5.05528, 3.26824, -1.52087], [0.95317, -1.02865, 1.07795], [-2.08530, 2.79891, 1.75132], [5.17668, -2.96621, -0.76353], [3.41061, -2.15852, 0.55686], [5.63090, -2.71846, 0.94831], [-2.08138, 3.39528, 2.64188], [-4.72794, 1.17671, -1.85828], [-3.69994, -1.82904, -0.89516], [-0.38676, -3.08378, 1.08918]], "forces_ev_per_a": [[-0.089, 0.032, 0.021], [0.381, -0.258, -0.716], [-0.248, 0.178, 0.487], [-0.400, -0.178, 0.276], [0.161, 0.082, -0.108], [0.012, 0.026, -0.095], [0.046, 0.051, 0.008], [0.066, -0.184, -0.029], [-0.089, 0.123, -0.020], [-0.031, -0.044, -0.014], [0.002, 0.120, 0.029], [-0.007, 0.016, 0.069], [0.051, 0.105, -0.032], [0.089, -0.030, -0.094], [-0.113, -0.315, -0.230], [0.107, -0.245, -0.116], [0.005, 0.058, -0.095], [-0.110, -0.059, -0.020], [0.102, 0.027, -0.046], [-0.005, -0.028, -0.040], [0.108, -0.132, -0.002], [-0.170, -0.381, 0.078], [-0.247, 0.525, 0.079], [0.054, -0.101, -0.069], [0.420, -0.050, 0.429], [0.012, -0.158, -0.214], [-0.085, -0.037, 0.027], [0.016, -0.004, -0.053], [0.294, 0.050, -0.085], [-0.054, -0.058, 0.044], [0.134, 0.038, 0.077], [0.036, 0.097, 0.131], [-0.007, 0.273, -0.031], [0.154, 0.175, 0.040], [0.004, -0.232, 0.031], [-0.480, -0.386, 0.225], [-0.079, -0.063, -0.011], [-0.216, 0.032, 0.001], [0.198, 0.509, -0.041], [-0.093, 0.045, 0.043], [-0.161, 0.397, 0.008], [-0.174, -0.419, 0.102], [0.019, -0.019, 0.042], [-0.010, -0.140, 0.038], [0.697, 0.490, -0.296], [0.008, 0.027, 0.035], [0.066, -0.104, 0.013], [-0.009, 0.014, -0.041], [-0.084, 0.012, 0.160], [-0.051, 0.018, 0.045], [0.030, 0.151, -0.056], [-0.257, -0.046, 0.019]], "lumo_ha": 0.0210, "gap_ha": 0.32942, "e_above_lowest_kj_mol": 363.1, "homo_ev": -8.393, "smiles": "COc1ccc(C(=O)NCC(=O)NC[C@@H](c2ccco2)N(C)C)cc1OC", "multiplicity": 1}

{"formula": "C19H25N8", "method": "ωB97M-V with the def2-TZVPD basis set", "species": ["C", "C", "H", "H", "H", "H", "N", "H", "C", "C", "C", "H", "H", "H", "C", "H", "N", "C", "N", "C", "H", "C", "C", "C", "C", "H", "H", "H", "H", "H", "N", "C", "H", "H", "C", "C", "H", "H", "C", "C", "N", "H", "H", "C", "N", "H", "N", "H", "H", "C", "H", "N"], "xyz": [[0.29644, -2.90755, 3.51615], [-0.11657, -4.18295, 3.16569], [-2.16203, 0.05915, 1.21980], [-0.42810, 0.94525, 2.77921], [0.53673, -1.41515, 0.64217], [-0.21280, -3.65185, -0.17424], [-0.94766, 1.31678, -5.93216], [1.99138, 1.00811, 6.60826], [-0.90030, 2.64829, 7.23099], [-1.24120, 0.97883, -0.49098], [0.34019, -2.22581, 1.33623], [0.45423, -2.63798, 4.55539], [-0.28891, -3.05369, -4.92878], [1.08845, 2.21353, -5.91370], [0.24849, 2.12477, -3.87084], [1.41618, 2.34819, 1.85384], [0.52830, -1.92752, 2.63033], [-0.07436, -3.46792, 0.88390], [-0.26006, 1.73323, -1.01122], [0.05252, 2.33571, -5.45753], [-1.97115, 0.61167, -1.20659], [0.41978, 2.25695, 7.39330], [1.09949, -1.68562, -6.01567], [0.16014, 0.84600, 5.49447], [-1.62354, 2.09699, 6.18608], [-0.77640, 2.17334, -3.36797], [-1.35792, 3.36464, 7.90125], [-0.31849, 3.37803, -5.70187], [2.13539, -3.41104, -5.70693], [1.01814, 2.66476, 8.20024], [-0.08189, -2.13403, -5.33049], [0.64543, 1.94609, 1.20865], [-0.28679, -4.93601, 3.92437], [-2.66087, 2.36934, 6.02136], [0.65994, 2.20065, -0.15326], [-0.30536, -4.46439, 1.82114], [1.44056, 2.80924, -0.59909], [0.54290, 0.12641, 4.77638], [-1.34640, 0.67092, 0.85534], [-0.25379, 0.04701, -5.91001], [-1.12239, 1.20714, 5.31603], [-1.82186, -1.00594, -4.83233], [2.90064, -2.19887, -6.80064], [-0.38113, 1.16564, 1.71876], [-0.89396, -1.04285, -5.27841], [-0.62957, -5.45018, 1.50676], [2.12972, -2.52116, -6.20680], [0.92078, 2.95639, -3.47298], [0.76082, 1.14572, -3.61005], [0.96452, 1.33689, 6.51046], [-1.32812, 1.54413, -6.85841], [1.04046, -0.30930, -6.42562]], "forces_ev_per_a": [[0.130, 0.489, -0.195], [-0.021, -0.039, -0.143], [0.039, 0.023, -0.003], [-0.070, 0.015, -0.105], [-0.018, -0.042, -0.024], [0.015, 0.023, 0.033], [2.102, -1.481, -0.044], [-0.047, -0.002, -0.028], [0.120, -0.049, 0.012], [0.380, 0.286, -0.194], [0.166, 0.232, 0.420], [-0.029, -0.077, -0.007], [-0.022, 0.795, -0.268], [-1.454, 0.103, 0.090], [-0.520, 0.785, -0.738], [-0.031, -0.009, -0.040], [-0.200, -0.548, -0.186], [0.006, -0.046, 0.161], [-0.021, -0.233, 0.819], [1.129, 0.589, 1.459], [-0.068, -0.010, 0.052], [0.055, 0.055, 0.096], [-1.688, 1.407, 0.508], [-0.532, 0.056, -0.148], [-0.009, -0.341, -0.428], [1.683, -0.067, -0.611], [-0.006, -0.039, -0.046], [0.255, -1.380, 0.385], [0.358, 0.509, -0.594], [-0.035, -0.023, -0.046], [2.804, 1.232, -1.692], [-0.119, -0.077, -0.043], [0.012, 0.058, -0.017], [0.035, 0.037, 0.052], [-0.262, -0.109, -0.402], [-0.045, -0.108, -0.021], [0.015, 0.002, 0.068], [0.059, -0.006, 0.019], [-0.003, 0.067, -0.066], [0.121, -1.877, -0.380], [0.468, 0.212, 0.422], [0.863, -0.128, -0.301], [-0.439, -0.440, 0.607], [0.041, 0.019, 0.282], [0.735, 2.899, -1.167], [0.016, 0.051, 0.032], [-0.478, 0.618, -0.046], [-1.028, -1.102, -0.452], [-0.720, 1.080, -0.449], [-0.056, 0.049, 0.030], [0.336, -0.347, 0.339], [-4.025, -3.109, 3.001]], "lumo_ha": -0.1140, "gap_ha": 0.29431, "total_charge": 1, "homo_ev": -11.110, "multiplicity": 1}